Here is one molecule with the formula C3H4BrN from the Open Molecules 2025 dataset. Energies are from wB97M-V/def2-TZVPD.

The SMILES is [H]/N=C(\Br)C=C. The LUMO energy (spin up / spin down) comes out at -0.031 / -0.022 Ha. The value obtained for the orbital gap (spin up / spin down) is 9.4818 / 7.8423 eV. The calculation puts the total energy at -2745.29651 a.u. The energy above the lowest of the compared OMol25 structures with the same formula, charge and spin comes out at 103.86 kcal per mole.

Each line ends with the natural charge from an NBO analysis.
Cartesian coordinates (Å):
H  -1.964  2.776  -0.286  0.31
N  -1.105  2.380  0.064  -0.48
C  -1.085  0.617  0.069  0.01
Br  -2.636  -0.306  -0.133  0.15
C  0.246  0.120  0.068  -0.31
C  0.525  -1.228  0.029  -0.34
H  0.857  0.915  0.446  0.25
H  1.558  -1.328  -0.143  0.19
H  0.000  -2.062  -0.374  0.21

Forces on atoms 1 to 2 (eV/Å):
H -1.10 -0.62 -0.14
N 1.74 -6.11 0.43

***

Here is C35H27GeN2O2Pt as an isolated structure from the Open Molecules 2025 dataset. Energies are from wB97M-V/def2-TZVPD.

The LUMO energy (spin up / spin down) comes out at -0.328 / -0.325 Ha. Its net charge is +2. The spin multiplicity is 2. The value obtained for the orbital gap (spin up / spin down) is 5.3490 / 5.6194 eV. The calculation puts the total energy at -3805.53359 a.u. The energy above the lowest of the compared OMol25 structures with the same formula, charge and spin comes out at 62.10 kcal per mole.

Each line ends with the natural charge from an NBO analysis.
Cartesian coordinates (Å):
Pt  0.741  -0.370  0.162  0.94
O  -2.579  1.639  -0.743  -0.50
C  -1.683  0.852  -0.668  0.73
O  -0.842  0.827  0.373  -0.70
C  -1.418  -0.178  -1.742  0.11
C  -2.303  -0.302  -2.812  -0.22
C  -2.037  -1.245  -3.767  -0.06
C  -0.878  -2.041  -3.671  -0.11
C  -0.554  -3.009  -4.653  -0.15
C  0.593  -3.739  -4.549  -0.19
C  1.470  -3.523  -3.463  -0.16
C  1.183  -2.602  -2.494  -0.21
C  -0.006  -1.856  -2.571  0.23
N  -0.328  -0.925  -1.615  -0.50
H  -3.168  0.346  -2.841  0.28
H  -2.703  -1.380  -4.611  0.25
H  -1.227  -3.147  -5.489  0.24
H  0.842  -4.474  -5.302  0.25
H  2.389  -4.091  -3.400  0.23
H  1.870  -2.431  -1.676  0.21
C  -2.103  -1.509  2.496  -1.09
Ge  -0.237  -1.694  2.068  1.60
C  0.902  -1.197  3.556  -0.54
C  1.628  -0.012  3.674  -0.16
C  2.409  0.238  4.792  -0.22
C  2.464  -0.703  5.813  -0.17
C  1.734  -1.879  5.713  -0.18
C  0.956  -2.130  4.591  -0.20
C  0.271  -3.359  1.251  -0.50
C  -0.579  -4.435  1.180  -0.14
C  -0.181  -5.626  0.531  -0.20
C  1.033  -5.696  -0.084  -0.15
C  1.914  -4.584  -0.088  0.00
C  3.142  -4.609  -0.793  -0.10
C  3.963  -3.513  -0.840  -0.24
C  3.597  -2.334  -0.171  -0.13
C  2.415  -2.281  0.540  -0.36
C  1.535  -3.406  0.594  -0.04
H  -2.247  -2.211  3.322  0.27
H  -2.776  -1.756  1.678  0.26
H  -2.309  -0.500  2.845  0.28
H  1.561  0.741  2.895  0.18
H  2.963  1.164  4.881  0.23
H  3.074  -0.520  6.687  0.24
H  1.769  -2.607  6.513  0.24
H  0.403  -3.063  4.532  0.22
H  -1.557  -4.397  1.645  0.23
H  -0.853  -6.473  0.509  0.25
H  1.334  -6.601  -0.598  0.24
H  3.425  -5.519  -1.309  0.24
H  4.905  -3.558  -1.369  0.25
H  4.283  -1.498  -0.166  0.23
H  2.268  -1.448  1.247  0.24
C  2.573  0.884  -0.131  -0.31
C  1.851  2.078  -0.342  -0.18
C  1.425  2.405  -1.659  -0.06
C  0.715  3.551  -1.891  -0.20
C  0.416  4.399  -0.812  0.00
C  0.823  4.099  0.497  -0.19
C  1.536  2.953  0.730  -0.04
C  -0.306  5.612  -1.059  0.21
N  -0.879  6.588  -1.260  -0.15
H  3.122  0.734  0.794  0.25
H  3.000  0.397  -1.004  0.24
H  1.664  1.732  -2.475  0.23
H  0.385  3.818  -2.886  0.26
H  0.570  4.773  1.303  0.27
H  1.860  2.715  1.735  0.23

Forces on atoms 1 to 2 (eV/Å):
Pt 0.56 -0.49 -0.36
O 0.00 -0.08 -0.08

***

Here is a 5-piece molecular cluster, C6H22NO5 overall from the Open Molecules 2025 dataset. Energies are from wB97M-V/def2-TZVPD.

The LUMO energy comes out at 0.122 Ha. Its net charge is -1. The value obtained for the orbital gap is 8.2110 eV. The calculation puts the total energy at -672.77512 a.u. The energy above the lowest of the compared OMol25 structures with the same formula, charge and spin comes out at 29.62 kcal per mole.

Each line ends with the natural charge from an NBO analysis.
Cartesian coordinates (Å):
C  0.179  -1.467  -0.757  -0.05
O  0.315  -2.233  0.405  -0.91
C  -0.801  -0.340  -0.383  -0.44
C  -0.653  1.038  -1.026  -0.40
C  -1.129  2.140  -0.015  -0.39
C  -0.028  2.720  0.869  -0.43
C  0.940  3.592  0.151  -0.21
N  0.282  4.731  -0.585  -0.88
H  -0.167  -2.063  -1.600  0.12
H  1.201  -1.048  -1.051  0.14
H  -0.571  -0.274  0.680  0.22
H  -1.854  -0.704  -0.488  0.20
H  0.330  1.249  -1.413  0.20
H  -1.308  1.102  -1.924  0.18
H  -1.821  1.710  0.706  0.21
H  -1.637  2.910  -0.610  0.19
H  -0.520  3.386  1.607  0.19
H  0.478  2.006  1.535  0.23
H  1.554  3.032  -0.615  0.18
H  1.750  4.036  0.705  0.18
H  0.435  4.861  -1.567  0.37
H  -0.688  4.735  -0.276  0.35
H  2.970  -2.630  0.117  0.51
H  3.369  -2.088  1.580  0.46
O  3.285  -1.873  0.649  -0.99
H  -1.546  -3.046  2.381  0.45
H  -0.830  -2.037  1.400  0.49
O  -1.426  -2.103  2.211  -1.02
H  1.409  -4.472  -0.942  0.45
H  1.206  -3.265  0.081  0.50
O  1.886  -4.062  -0.205  -1.07
H  -2.382  -3.125  -1.318  0.46
H  -1.767  -2.981  0.108  0.50
O  -2.458  -3.438  -0.409  -0.97

Forces on atoms 1 to 2 (eV/Å):
C 1.08 0.65 0.85
O -0.18 -0.41 -1.09

***

Here is C19H38AsN2SSe2Si2Te3Zr as an isolated structure from the Open Molecules 2025 dataset. Energies are from wB97M-V/def2-TZVPD.

The LUMO energy comes out at -0.136 Ha. Its net charge is +1. The value obtained for the orbital gap is 6.1304 eV. The calculation puts the total energy at -9723.21103 a.u. The energy above the lowest of the compared OMol25 structures with the same formula, charge and spin comes out at 0.00 kcal per mole.

Each line ends with the natural charge from an NBO analysis.
Cartesian coordinates (Å):
Zr  -0.723  -0.017  -0.911  0.49
Se  0.168  0.067  -3.404  -0.39
Te  -0.292  2.454  -2.730  0.32
Te  -2.867  1.994  -2.036  0.34
Se  -2.523  1.335  0.376  -0.37
C  -4.365  -1.854  -1.079  -0.65
Te  -2.565  -2.219  -2.175  0.69
C  -3.557  -1.256  -3.798  -0.64
C  -4.785  -0.606  -3.217  -0.09
C  -5.528  0.296  -3.975  -0.20
C  -6.602  0.966  -3.415  -0.20
C  -6.942  0.741  -2.086  -0.20
C  -6.218  -0.167  -1.332  -0.23
C  -5.142  -0.852  -1.894  0.03
H  -4.108  -1.479  -0.091  0.25
H  -4.899  -2.798  -0.980  0.24
H  -3.796  -2.014  -4.543  0.25
H  -2.870  -0.531  -4.237  0.25
H  -5.246  0.488  -5.004  0.22
H  -7.167  1.672  -4.008  0.23
H  -7.772  1.273  -1.640  0.23
H  -6.484  -0.345  -0.297  0.22
C  0.969  -0.760  3.764  -0.41
N  -0.036  -1.356  2.883  -0.41
C  -1.361  -0.774  3.036  -0.41
C  0.304  -2.143  1.860  0.47
S  -0.684  -2.261  0.418  -0.22
N  1.370  -2.934  1.961  -0.40
C  2.006  -3.529  0.790  -0.41
C  1.853  -3.458  3.236  -0.41
H  0.749  0.306  3.832  0.22
H  1.956  -0.869  3.325  0.23
H  0.944  -1.187  4.767  0.21
H  -1.643  -0.837  4.087  0.22
H  -2.088  -1.309  2.434  0.24
H  -1.343  0.279  2.745  0.21
H  1.832  -2.912  -0.083  0.24
H  1.624  -4.536  0.613  0.22
H  3.077  -3.581  0.981  0.22
H  1.098  -3.335  4.004  0.22
H  2.780  -2.979  3.550  0.22
H  2.041  -4.523  3.103  0.22
C  4.955  0.475  -0.011  -1.13
Si  3.442  0.280  -1.099  1.51
C  3.458  -1.439  -1.842  -1.13
C  3.552  1.557  -2.468  -1.13
As  1.561  0.504  0.308  -0.79
Si  1.810  2.661  1.227  1.49
C  2.959  2.481  2.697  -1.13
C  0.173  3.336  1.822  -1.13
C  2.573  3.869  0.018  -1.13
H  5.859  0.307  -0.604  0.25
H  4.952  -0.240  0.814  0.24
H  5.021  1.479  0.411  0.24
H  4.188  -1.462  -2.656  0.25
H  2.493  -1.730  -2.262  0.24
H  3.764  -2.188  -1.112  0.23
H  3.949  2.501  -2.095  0.24
H  2.595  1.753  -2.950  0.23
H  4.230  1.192  -3.244  0.25
H  2.495  1.900  3.495  0.23
H  3.205  3.466  3.103  0.25
H  3.892  1.986  2.422  0.24
H  -0.346  2.642  2.487  0.23
H  -0.501  3.566  0.995  0.24
H  0.355  4.258  2.379  0.25
H  3.617  3.627  -0.188  0.24
H  2.547  4.873  0.452  0.25
H  2.036  3.899  -0.932  0.24

Forces on atoms 1 to 2 (eV/Å):
Zr -0.01 0.06 -0.14
Se -0.04 0.00 -0.04

***

Q: Among the records above, which one has the highest total energy?
A: C6H22NO5

***

Q: Look up the energy above the lowest of the compared OMol25 structures with the same formula, charge and spin of the fourth one.
A: 0.00 kcal per mole